No. 1
Here is a 2-piece molecular cluster, C23H35BClN3O3 overall from the Open Molecules 2025 dataset. Energies are from wB97M-V/def2-TZVPD.

CARTESIAN COORDINATES (ANGSTROEM)
C (0.68, -5.19, -4.82)
C (-0.59, -6.07, -4.77)
C (-1.22, -6.15, -3.40)
C (-1.88, -4.85, -2.93)
C (-1.18, -4.28, -1.70)
C (-1.83, -4.46, -0.33)
C (-0.77, -3.72, 0.54)
C (-1.42, -2.80, 1.59)
C (-0.46, -2.22, 2.63)
C (-0.32, -0.71, 2.55)
Cl (-1.08, -2.64, 4.28)
B (0.17, -4.89, 1.06)
O (0.16, -5.19, 2.41)
O (1.02, -5.58, 0.22)
C (-0.17, -2.72, -0.49)
O (0.75, -2.03, -0.29)
N (-0.92, -2.82, -1.70)
H (0.39, -4.16, -5.01)
H (1.25, -5.24, -3.90)
H (1.26, -5.51, -5.67)
H (-0.28, -7.07, -5.05)
H (-1.29, -5.77, -5.54)
H (-0.48, -6.54, -2.70)
H (-2.00, -6.91, -3.46)
H (-1.90, -4.12, -3.73)
H (-2.93, -5.05, -2.71)
H (-0.16, -4.65, -1.75)
H (-1.99, -5.51, -0.11)
H (-2.72, -3.83, -0.32)
H (-1.86, -1.96, 1.05)
H (-2.25, -3.27, 2.10)
H (0.54, -2.64, 2.59)
H (0.30, -0.38, 3.37)
H (0.20, -0.44, 1.64)
H (-1.30, -0.24, 2.59)
H (-0.65, -5.70, 2.61)
H (0.63, -6.44, 0.00)
H (-1.80, -2.32, -1.65)
C (-0.53, 10.01, 2.64)
N (-0.06, 8.68, 2.17)
C (0.70, 7.94, 2.98)
C (1.13, 6.69, 2.59)
C (0.77, 6.19, 1.34)
C (0.00, 6.99, 0.52)
C (-0.40, 8.24, 0.95)
C (1.17, 4.82, 0.91)
C (0.21, 3.88, 0.56)
C (0.60, 2.64, 0.11)
N (1.90, 2.32, 0.02)
C (2.85, 3.20, 0.37)
C (2.51, 4.46, 0.82)
C (2.31, 0.99, -0.50)
H (0.33, 10.61, 2.91)
H (-1.18, 9.85, 3.50)
H (-1.09, 10.50, 1.85)
H (0.95, 8.35, 3.95)
H (1.73, 6.11, 3.28)
H (-0.30, 6.67, -0.47)
H (-1.01, 8.89, 0.33)
H (-0.84, 4.10, 0.62)
H (-0.11, 1.88, -0.17)
H (3.88, 2.88, 0.28)
H (3.31, 5.15, 1.09)
H (2.93, 0.50, 0.25)
H (2.87, 1.14, -1.42)
H (1.43, 0.38, -0.69)

## Properties
charge: +2
HOMO-LUMO gap: 0.2022 Ha
LUMO: -7.62 eV
multiplicity: 1
HOMO energy: -13.12 eV

No. 2
Here is a 2-piece molecular cluster, C4H10NO3 overall from the Open Molecules 2025 dataset. Energies are from wB97M-V/def2-TZVPD.

CARTESIAN COORDINATES (ANGSTROEM)
O (-3.20, -0.02, 1.35)
C (-2.10, -0.53, 1.25)
C (-1.27, -0.43, 0.02)
C (0.15, 0.02, 0.27)
C (1.00, 0.29, -1.09)
O (2.20, 0.88, -0.83)
N (-2.05, 0.28, -1.05)
H (-1.70, -1.01, 2.16)
H (-1.21, -1.40, -0.49)
H (0.86, -0.76, 0.59)
H (0.19, 0.88, 0.92)
H (1.14, -0.67, -1.64)
H (0.37, 0.95, -1.72)
H (-1.40, 0.90, -1.53)
H (-2.76, 0.87, -0.62)
H (3.49, 0.22, 1.47)
H (2.88, 0.07, 0.08)
O (3.40, -0.54, 0.86)

## Properties
charge: -1
energy relative to the best compared isomer or geometry (same formula, charge and spin): 3.010 eV
HOMO-LUMO gap: 0.2719 Ha
LUMO: 3.58 eV
multiplicity: 1
HOMO energy: -3.82 eV

No. 3
Here is one molecule with the formula C4H11NO2 from the Open Molecules 2025 dataset. Energies are from wB97M-V/def2-TZVPD.

CARTESIAN COORDINATES (ANGSTROEM)
N (1.04, -0.88, -0.01)
C (-0.10, -0.28, 0.65)
C (0.32, 1.02, 1.36)
O (1.40, 0.66, 2.26)
C (-1.38, -0.09, -0.22)
C (-1.26, -0.68, -1.64)
O (-0.29, 0.04, -2.41)
H (1.51, -0.27, -0.66)
H (1.76, -1.11, 0.66)
H (-0.47, -0.85, 1.52)
H (0.57, 1.79, 0.62)
H (-0.44, 1.40, 2.05)
H (2.11, 1.28, 2.07)
H (-2.18, -0.61, 0.30)
H (-1.60, 0.98, -0.35)
H (-1.01, -1.73, -1.57)
H (-2.25, -0.52, -2.10)
H (-0.12, 0.84, -1.95)

## Properties
energy relative to the best compared isomer or geometry (same formula, charge and spin): 1.751 eV
HOMO-LUMO gap: 0.3658 Ha
LUMO: 0.71 eV
multiplicity: 1
HOMO energy: -9.25 eV
structure (SMILES): N[C@@H](CO)CCO

No. 4
Here is C37H53N3O2P3PdS as an isolated structure from the Open Molecules 2025 dataset. Energies are from wB97M-V/def2-TZVPD.

CARTESIAN COORDINATES (ANGSTROEM)
Pd (-0.36, 0.32, -0.32)
C (-4.82, 3.38, -0.90)
C (-3.89, 2.57, 0.01)
C (-4.72, 1.49, 0.70)
P (-2.44, 1.85, -0.91)
C (-2.00, 3.06, -2.23)
C (-1.45, 4.33, -1.58)
C (-0.98, 2.46, -3.20)
C (-3.22, 0.47, -1.84)
C (-3.90, 0.61, -3.05)
C (-4.43, -0.49, -3.70)
C (-4.29, -1.75, -3.16)
C (-3.65, -1.92, -1.94)
C (-3.13, -0.81, -1.27)
N (-2.36, -0.91, -0.11)
C (-2.51, -1.83, 0.86)
C (-3.54, -2.79, 0.97)
C (-3.45, -3.80, 1.91)
C (-2.36, -3.87, 2.77)
C (-1.41, -2.85, 2.78)
C (-1.50, -1.80, 1.89)
P (-0.48, -0.29, 1.97)
C (0.92, -0.66, 3.11)
C (0.54, -0.74, 4.59)
C (2.05, 0.36, 2.93)
C (-1.62, 0.96, 2.71)
C (-0.91, 2.29, 2.92)
C (-2.45, 0.52, 3.92)
H (-5.61, 3.82, -0.30)
H (-5.30, 2.73, -1.64)
H (-4.31, 4.19, -1.42)
H (-3.45, 3.24, 0.75)
H (-5.16, 0.81, -0.03)
H (-5.55, 1.96, 1.24)
H (-4.17, 0.89, 1.42)
H (-2.92, 3.31, -2.77)
H (-0.54, 4.10, -1.02)
H (-2.17, 4.80, -0.91)
H (-1.19, 5.06, -2.35)
H (-0.06, 2.24, -2.66)
H (-0.75, 3.18, -3.99)
H (-1.34, 1.55, -3.68)
H (-4.00, 1.59, -3.50)
H (-4.94, -0.36, -4.64)
H (-4.68, -2.61, -3.68)
H (-3.51, -2.92, -1.54)
H (-4.40, -2.73, 0.33)
H (-4.24, -4.54, 1.97)
H (-2.28, -4.69, 3.48)
H (-0.62, -2.88, 3.52)
H (1.27, -1.63, 2.75)
H (0.33, 0.25, 4.98)
H (1.39, -1.13, 5.16)
H (-0.32, -1.37, 4.80)
H (1.73, 1.35, 3.25)
H (2.36, 0.42, 1.90)
H (2.90, 0.08, 3.55)
H (-2.29, 1.08, 1.86)
H (-0.24, 2.26, 3.78)
H (-1.65, 3.07, 3.12)
H (-0.33, 2.58, 2.04)
H (-1.85, 0.48, 4.83)
H (-2.92, -0.45, 3.77)
H (-3.25, 1.25, 4.09)
S (6.91, 0.48, -1.89)
C (5.24, 0.36, -1.28)
C (4.50, 1.50, -0.98)
C (3.21, 1.35, -0.51)
N (2.63, 0.16, -0.33)
C (3.34, -0.93, -0.61)
C (4.65, -0.88, -1.09)
C (7.76, 0.53, -0.32)
C (8.04, 1.75, 0.29)
C (8.70, 1.73, 1.51)
N (9.08, 0.62, 2.13)
C (8.82, -0.54, 1.53)
C (8.17, -0.63, 0.30)
H (4.93, 2.48, -1.11)
H (2.60, 2.21, -0.26)
H (2.85, -1.87, -0.43)
H (5.19, -1.79, -1.31)
H (7.76, 2.68, -0.17)
H (8.93, 2.66, 2.02)
H (9.15, -1.43, 2.04)
H (7.99, -1.60, -0.15)
O (0.53, 2.20, -0.36)
C (-0.62, -4.20, -2.09)
P (0.41, -2.74, -2.17)
C (2.02, -3.30, -2.74)
C (-0.23, -1.70, -3.49)
O (0.45, -2.01, -0.85)
H (-0.68, -4.72, -3.04)
H (-1.62, -3.92, -1.77)
H (-0.20, -4.88, -1.34)
H (1.91, -3.87, -3.67)
H (2.47, -3.95, -1.99)
H (2.66, -2.44, -2.92)
H (-0.25, -2.22, -4.45)
H (0.41, -0.82, -3.58)
H (-1.24, -1.38, -3.24)

## Properties
charge: +1
energy relative to the best compared isomer or geometry (same formula, charge and spin): 0.864 eV
HOMO-LUMO gap (spin up / spin down): 0.3019 / 0.2214 Ha
LUMO (spin up / spin down): -1.84 / -4.73 eV
multiplicity: 5
HOMO energy (spin up / spin down): -10.06 / -10.76 eV

No. 5
Here is one molecule with the formula C18H26N6O4 from the Open Molecules 2025 dataset. Energies are from wB97M-V/def2-TZVPD.

CARTESIAN COORDINATES (ANGSTROEM)
C (-1.89, 1.88, -1.97)
C (-1.67, 1.87, -0.49)
N (-0.98, 2.84, 0.09)
N (-0.96, 2.50, 1.39)
C (-1.62, 1.35, 1.67)
C (-1.77, 0.83, 3.06)
C (-2.09, 0.90, 0.45)
C (-2.87, -0.36, 0.20)
C (-1.88, -1.52, 0.21)
O (-1.51, -1.96, 1.29)
N (-1.32, -1.96, -0.95)
C (-1.80, -1.71, -2.30)
C (-2.33, -3.02, -2.87)
O (-3.36, -3.10, -3.52)
N (-1.54, -4.07, -2.55)
C (-0.19, -3.85, -2.05)
C (-0.20, -2.89, -0.85)
C (1.10, -2.05, -0.81)
O (1.91, -2.06, -1.72)
N (1.20, -1.26, 0.27)
C (2.20, -0.22, 0.35)
C (2.09, 0.83, -0.76)
C (3.18, 1.86, -0.54)
C (2.98, 2.56, 0.78)
N (2.68, 1.65, 1.88)
C (2.60, 2.28, 3.19)
C (2.10, 0.42, 1.73)
O (1.54, -0.16, 2.64)
H (-2.93, 1.65, -2.22)
H (-1.66, 2.87, -2.37)
H (-1.25, 1.16, -2.47)
H (-0.53, 3.12, 2.06)
H (-1.96, -0.24, 3.03)
H (-0.85, 0.99, 3.62)
H (-2.59, 1.33, 3.58)
H (-3.57, -0.55, 1.01)
H (-3.44, -0.28, -0.72)
H (-2.60, -0.99, -2.32)
H (-0.98, -1.33, -2.92)
H (-1.80, -4.97, -2.92)
H (0.23, -4.80, -1.75)
H (0.46, -3.43, -2.82)
H (-0.32, -3.43, 0.09)
H (0.55, -1.35, 1.05)
H (3.20, -0.67, 0.27)
H (2.19, 0.34, -1.73)
H (1.10, 1.30, -0.72)
H (4.16, 1.36, -0.56)
H (3.19, 2.60, -1.33)
H (3.88, 3.12, 1.06)
H (2.16, 3.29, 0.69)
H (2.48, 1.51, 3.95)
H (3.51, 2.85, 3.37)
H (1.74, 2.96, 3.25)

## Properties
energy relative to the best compared isomer or geometry (same formula, charge and spin): 0.044 eV
HOMO-LUMO gap: 0.3553 Ha
LUMO: 0.69 eV
multiplicity: 1
HOMO energy: -8.98 eV
structure (SMILES): Cc1n[nH]c(C)c1CC(=O)N1CC(=O)NC[C@H]1C(=O)N[C@H]1CCCN(C)C1=O

No. 6
Here is an isolated ion of composition C28H26ClFN5O3S2 and charge +1 from the Open Molecules 2025 dataset. Energies are from wB97M-V/def2-TZVPD.

CARTESIAN COORDINATES (ANGSTROEM)
C (-0.28, -1.97, 1.60)
H (0.54, -2.40, 1.04)
H (-0.46, -2.51, 2.52)
H (-0.06, -0.93, 1.82)
S (-1.77, -2.04, 0.61)
O (-2.89, -1.53, 1.39)
O (-1.59, -1.34, -0.63)
C (-2.10, -3.79, 0.23)
C (-3.50, -3.85, -0.36)
N (-4.50, -3.74, 0.69)
H (-4.32, -1.07, 0.53)
C (-5.82, -3.40, 0.26)
C (-6.02, -1.98, -0.22)
N (-5.20, -0.97, 0.00)
C (-5.62, 0.24, -0.49)
C (-6.84, 0.13, -1.11)
S (-7.42, -1.48, -1.07)
H (-7.40, 0.90, -1.59)
C (-4.83, 1.45, -0.35)
C (-3.44, 1.39, -0.39)
C (-2.68, 2.56, -0.27)
C (-3.34, 3.80, -0.08)
N (-2.66, 4.95, 0.09)
C (-1.36, 4.87, 0.09)
N (-0.62, 3.78, -0.09)
C (-1.23, 2.62, -0.29)
N (-0.51, 1.51, -0.51)
C (0.86, 1.30, -0.45)
C (1.31, 0.00, -0.69)
C (2.64, -0.32, -0.57)
C (3.60, 0.66, -0.24)
C (3.14, 1.96, -0.03)
C (1.80, 2.28, -0.12)
H (1.47, 3.29, 0.05)
H (3.84, 2.74, 0.21)
O (4.87, 0.24, -0.16)
C (5.90, 1.17, 0.12)
C (7.23, 0.47, 0.10)
C (7.42, -0.63, -0.73)
C (8.65, -1.25, -0.75)
C (9.71, -0.81, 0.03)
C (9.50, 0.28, 0.85)
C (8.27, 0.91, 0.89)
H (8.13, 1.76, 1.54)
H (10.31, 0.64, 1.47)
H (10.65, -1.32, -0.01)
F (8.83, -2.32, -1.55)
H (6.62, -1.00, -1.36)
H (5.89, 1.97, -0.64)
H (5.73, 1.63, 1.11)
Cl (3.15, -1.95, -0.81)
H (0.60, -0.76, -0.98)
H (-1.02, 0.66, -0.74)
H (-0.80, 5.78, 0.25)
C (-4.75, 3.84, -0.07)
C (-5.48, 2.70, -0.21)
H (-6.55, 2.73, -0.17)
H (-5.22, 4.80, 0.07)
H (-2.96, 0.44, -0.55)
H (-6.50, -3.56, 1.10)
H (-6.12, -4.09, -0.54)
H (-4.18, -3.12, 1.43)
H (-3.66, -4.81, -0.87)
H (-3.58, -3.05, -1.12)
H (-2.04, -4.36, 1.15)
H (-1.35, -4.10, -0.48)

## Properties
charge: +1
HOMO-LUMO gap: 0.2429 Ha
LUMO: -3.37 eV
multiplicity: 1
HOMO energy: -9.98 eV

Number 1: total energy -48217.6911 eV. Number 2: total energy -11942.3864 eV. Number 3: total energy -9910.4908 eV. Number 4: total energy -89969.1046 eV. Number 5: total energy -36221.1484 eV. Number 6: total energy -79956.2653 eV.